[1]
Density functional theory data (ωB97M-V/def2-TZVPD) for 2 unconnected molecules or ions with the total composition C14H26BrCl4IN3O.

```
50
Properties=species:S:1:pos:R:3:forces:R:3
C -3.004242 -0.833041 1.490574 0.0 0.0 0.0
C -3.050044 -0.281495 0.056070 0.1 -0.1 0.0
I -5.003073 0.530922 -0.347613 0.1 0.0 0.0
C -2.736898 -1.322283 -1.042719 0.0 0.0 0.1
C -1.265261 -1.579080 -1.428235 -0.1 0.1 0.3
C -0.265269 -0.397940 -1.490386 0.0 -0.1 -0.3
N -0.851913 0.874454 -1.853311 -0.1 0.0 0.0
C 0.426771 -0.429396 -0.128440 -0.1 -0.2 0.1
C 1.638238 0.484004 0.033445 0.0 -0.1 -0.1
C 1.803557 0.974648 1.473589 -0.1 0.0 0.1
C 3.211668 1.473456 1.821373 0.1 0.1 0.1
C 3.886168 2.334867 0.758104 0.0 0.1 0.0
N 3.270265 3.663144 0.690771 0.3 -0.2 0.2
C 0.724450 -1.919086 -0.028877 0.1 0.0 -0.1
N -0.621230 -2.516914 -0.382407 -0.1 0.1 0.1
C -0.658999 -3.952795 -0.767418 0.0 0.0 -0.1
C 0.100606 -4.797294 0.243669 -0.1 0.0 -0.3
O 0.136624 -4.522703 1.392521 0.0 0.1 0.4
Br 0.926833 -6.328344 -0.506788 0.0 -0.1 0.0
H -3.995058 -1.095363 1.862893 0.1 -0.1 -0.1
H -2.573852 -0.106076 2.181798 -0.1 0.0 -0.1
H -2.400550 -1.746076 1.571307 0.0 0.1 0.1
H -2.408917 0.590767 -0.031875 0.1 -0.1 -0.1
H -3.264164 -1.094828 -1.971224 0.1 0.1 0.1
H -3.170745 -2.275015 -0.705278 0.0 0.0 -0.2
H -1.252003 -2.101953 -2.385313 -0.1 -0.2 0.1
H 0.503619 -0.697989 -2.219903 -0.1 0.1 0.0
H -1.765269 0.799237 -2.286671 0.1 0.0 0.0
H -0.263695 1.400422 -2.488356 0.0 0.0 0.2
H -0.321487 -0.188383 0.641222 0.1 0.1 0.0
H 2.548691 -0.044309 -0.280932 -0.1 0.0 0.0
H 1.515788 1.335299 -0.643448 0.1 0.0 0.1
H 1.551247 0.152512 2.155647 0.0 0.1 0.0
H 1.059043 1.757051 1.666865 0.1 -0.3 0.0
H 3.152498 2.080861 2.732135 0.0 -0.1 0.0
H 3.853041 0.621374 2.069551 0.0 0.1 -0.2
H 3.860251 1.835982 -0.220116 0.0 0.0 0.1
H 4.943552 2.434720 1.021799 -0.1 0.0 0.0
H 3.184540 4.023919 -0.249956 0.0 0.0 0.1
H 2.360673 3.694080 1.133794 0.8 -0.1 0.0
H 1.428377 -2.229209 -0.808340 0.0 0.0 0.1
H 1.055488 -2.291640 0.937877 -0.1 0.0 0.0
H -1.187569 -2.414040 0.461840 0.1 -0.1 0.0
H -0.296692 -4.072335 -1.786954 0.1 0.0 0.1
H -1.699797 -4.291931 -0.728117 0.1 0.0 -0.1
C -1.020373 4.498852 -0.321191 -0.1 0.0 0.1
Cl 0.413014 3.913202 0.543008 -1.0 0.3 -0.5
Cl -0.816918 4.199040 -2.054622 0.0 0.1 0.0
Cl -2.449212 3.635569 0.256883 -0.1 -0.1 0.0
Cl -1.211774 6.221138 -0.038243 0.0 0.0 0.0
```
Positions in Å, forces in eV/Å.

Results
Multiplicity: 1
Largest force on an atom, eV Å⁻¹: 1.2
Total charge: +1


[2]
Density functional theory data (ωB97M-V/def2-TZVPD) for 2 unconnected molecules or ions with the total composition C14H26BrFN3OP.

```
47
Properties=species:S:1:pos:R:3:forces:R:3
C 3.505416 -1.812699 -1.155116 1.4 -0.2 0.5
C 2.694286 -3.216702 -1.371263 0.5 -0.3 0.5
C 1.163261 -3.069747 -1.938496 -1.0 -0.4 0.4
C 0.637595 -1.503256 -2.080037 -1.1 0.0 1.6
C -0.300503 -0.940451 -0.901465 0.8 4.8 -4.7
P -0.906003 -1.809237 0.682606 0.7 -0.8 0.5
C -0.223291 -0.695868 2.126630 -0.2 0.5 -1.0
C -2.832236 -1.883709 0.746610 -1.0 0.1 -0.6
C -3.327160 -2.425950 -0.756006 0.1 -0.1 0.8
C -0.685818 0.607894 -1.224795 1.0 -1.5 -1.5
C -1.598446 1.577454 -0.257188 0.9 -0.6 0.0
C -0.582135 2.677068 0.477616 -0.2 0.6 0.2
C -1.106860 3.084061 2.006195 0.5 0.1 -0.8
C 0.206127 3.346840 2.995460 -0.6 0.9 -0.8
N 0.462734 2.172542 3.920050 -0.1 0.3 -0.9
C -0.103799 1.154483 -2.607339 0.2 0.9 -0.6
F -0.496110 2.576969 -2.945850 1.4 -5.1 1.0
N 0.749545 0.533651 -3.619281 -3.8 1.7 5.3
N 1.041698 -0.717792 -3.233135 -0.5 -2.2 2.3
Br 2.215878 -1.581123 -4.477019 -0.8 0.6 0.6
H 3.996213 -1.373930 -2.151350 -1.4 -0.9 2.2
H 2.907214 -0.985042 -0.549651 1.1 -1.8 -1.5
H 4.441214 -2.072682 -0.460267 -2.0 0.6 -1.5
H 3.307747 -3.980879 -2.052347 -1.3 1.9 1.4
H 2.647850 -3.744394 -0.301563 -0.1 1.2 -2.4
H 0.959197 -3.714368 -2.922944 0.6 1.8 2.0
H 0.466812 -3.588807 -1.117954 1.3 1.6 -1.8
H 0.755365 -0.178704 1.690047 -2.1 -1.1 1.2
H 0.003085 -1.430884 3.008994 -0.4 1.7 -1.7
H -1.037579 0.113954 2.351011 1.8 -1.5 -0.1
H -3.335183 -0.871918 1.055207 0.8 -1.9 -0.8
H -3.188360 -2.694325 1.544503 1.3 1.8 -1.6
H -3.586331 -1.500650 -1.453397 0.5 -2.2 1.4
H -2.480535 -3.118368 -1.229316 -1.8 1.7 0.9
H -4.246401 -3.127339 -0.552768 1.6 1.6 -0.7
H -2.393009 2.188521 -0.869531 1.5 -1.6 1.1
H -2.093420 0.910429 0.600014 1.0 1.3 -2.2
H -0.646482 3.669203 -0.179119 0.7 -2.4 1.4
H 0.537845 2.267869 0.515740 -2.4 1.3 -0.3
H -1.815168 2.233044 2.412597 1.4 1.6 -0.5
H -1.746221 4.067653 1.915718 1.2 -2.0 0.3
H 1.146060 3.580273 2.315273 -2.0 -0.6 1.3
H -0.020520 4.357613 3.585902 0.5 -2.3 -0.9
H 1.352681 1.675202 3.694516 -1.4 0.5 0.1
H -0.358180 1.526866 3.963888 1.3 0.8 -0.2
O 2.012019 3.865816 -0.134203 0.0 -0.4 1.5
H 1.899907 3.851425 -1.067180 -0.1 0.1 -1.4
```
Positions in Å, forces in eV/Å.

Results
Multiplicity: 1
Largest force on an atom, eV Å⁻¹: 6.8


[3]
Density functional theory data (ωB97M-V/def2-TZVPD) for a molecular structure, C14H26NO2PSiZr.

```
46
Properties=species:S:1:pos:R:3:forces:R:3
Zr 0.337091 -0.743912 -0.501031 -3.1 0.9 3.2
Si 0.541288 -2.690136 -2.306733 0.1 -1.0 -0.6
P 0.596246 0.891470 -2.478606 -0.4 1.1 -1.1
N -1.603109 -0.595992 -0.421339 5.5 -0.6 -0.3
H 2.130969 1.977250 3.366526 -2.7 0.1 -0.3
C 0.624843 2.640176 -1.939602 0.0 0.2 0.0
H 0.642949 3.293206 -2.824752 0.0 -0.1 0.3
H 1.520425 2.824077 -1.327910 -0.3 0.0 -0.2
H -0.269954 2.860459 -1.337667 0.3 -0.1 -0.2
C 2.003291 0.815213 -3.637970 0.2 -0.1 0.2
H 1.822710 1.471018 -4.494753 0.0 -0.1 0.1
H 2.129814 -0.213461 -3.984964 0.0 0.1 0.0
H 2.918192 1.127585 -3.126172 -0.1 0.0 -0.1
C -0.835138 0.861454 -3.629021 0.0 -0.1 0.1
H -0.679690 1.611861 -4.420826 0.0 -0.2 0.2
H -1.760038 1.086187 -3.078400 0.3 -0.1 -0.1
H -0.924993 -0.137224 -4.078830 0.0 0.3 0.1
C 2.035862 -3.875924 -2.187779 0.0 -0.1 0.0
H 2.597881 -3.738510 -1.244094 -0.2 -0.2 -0.5
H 2.696882 -3.681623 -3.052638 -0.1 -0.3 0.5
H 1.625204 -4.903166 -2.236562 0.6 0.4 0.0
H -0.652455 -3.624434 -2.133248 0.3 0.4 -0.3
H 0.623439 -2.245467 -3.765656 -0.4 -0.1 0.3
C -2.912094 -0.449563 -0.453438 -2.9 0.3 -0.1
C -4.878488 0.911519 0.020740 -0.3 -0.2 0.0
C -3.540172 0.632878 0.247816 0.5 -0.6 -0.7
C -3.733002 -1.334723 -1.239359 0.7 0.8 0.4
C -5.069731 -1.031818 -1.439711 -0.1 0.3 0.4
C -5.648899 0.091093 -0.816387 0.1 -0.1 -0.2
H -5.334597 1.779249 0.508777 0.1 -0.4 -0.2
H -2.900862 1.233061 0.906742 -0.4 -0.1 -0.3
H -3.227729 -2.195972 -1.694095 -0.3 0.4 0.1
H -5.670056 -1.672089 -2.081483 0.0 0.1 0.1
H -6.705335 0.315961 -0.983385 0.4 0.0 0.0
C 2.473016 0.311598 1.578671 0.1 2.6 0.4
O 1.234468 -0.007687 1.330060 -1.7 -2.2 -1.7
C 3.087129 0.069313 2.893270 0.5 -0.8 -0.3
H 3.651765 -0.873102 2.901079 0.0 -0.2 0.3
H 2.368690 -0.003525 3.712344 -0.1 0.1 0.1
H 3.833771 0.846480 3.072179 0.1 0.1 0.3
C 3.332417 0.530366 0.369991 0.0 -0.2 0.2
H 2.868619 1.297459 -0.269887 0.0 -0.4 -0.2
H 3.495681 -0.427812 -0.202909 -0.2 0.5 0.1
H 4.320845 0.896125 0.626148 0.2 0.0 0.1
O -0.147706 2.062298 3.079954 -1.7 0.0 -0.5
C 0.980563 2.008982 3.204112 5.3 -0.3 0.2
```
Positions in Å, forces in eV/Å.

Results
Multiplicity: 1
Largest force on an atom, eV Å⁻¹: 5.5
Energy above the lowest of the compared OMol25 structures with the same formula, charge and spin, kcal per mole: 95.81


[4]
Density functional theory data (ωB97M-V/def2-TZVPD) for a molecular structure, C14H27BeF2N2O10S2.

```
58
Properties=species:S:1:pos:R:3:forces:R:3
Be 8.708330 19.145110 -9.694100 -0.4 1.4 3.3
C 10.667890 18.674290 -16.838420 0.6 -0.8 0.9
C 10.249130 19.093470 -15.409150 0.2 -0.3 1.3
C 11.055420 18.338070 -14.249580 -1.1 1.3 0.0
N 10.726840 18.764500 -12.757420 3.2 -0.8 0.0
C 10.756130 20.268190 -12.576330 1.0 0.8 -3.1
C 11.914910 18.183970 -11.825770 -0.1 0.3 -0.4
C 11.555280 16.722020 -11.558050 -0.5 0.7 0.3
C 9.988740 16.683330 -11.716360 1.5 -0.8 -2.3
C 9.531440 18.074760 -12.089410 2.6 -0.4 -3.0
H 10.565010 17.595730 -16.957650 -1.0 -0.1 -0.2
H 11.744210 18.666390 -17.010350 0.3 1.0 0.3
H 10.197150 19.254920 -17.631750 -0.2 -0.2 0.2
H 9.197490 18.912690 -15.186760 -0.1 -0.4 -0.4
H 10.300630 20.174610 -15.280410 0.5 0.0 0.0
H 12.120770 18.519810 -14.391370 0.0 -0.1 0.2
H 10.832880 17.272490 -14.305370 0.1 0.0 0.1
H 11.391790 20.665620 -13.367580 -0.1 -0.3 -0.9
H 11.257660 20.702900 -11.711690 -0.3 -0.9 -0.6
H 9.739150 20.619340 -12.751110 0.6 0.2 0.3
H 11.761070 18.824200 -10.957130 0.6 -0.7 -0.4
H 12.960840 18.340520 -12.089620 -0.2 0.2 -1.4
H 11.848660 16.430910 -10.549440 0.2 0.6 -0.9
H 12.072620 15.991360 -12.179820 -0.1 0.2 -0.6
H 9.422010 16.197700 -10.921960 0.2 0.3 -0.7
H 9.875060 16.091070 -12.624330 -0.6 -0.5 -0.1
H 9.236460 18.675330 -11.228940 3.6 -0.9 -3.5
H 8.650770 18.071870 -12.731670 2.6 -0.8 -1.0
N 7.818850 18.533760 -11.014840 -6.2 -5.6 2.6
S 7.120770 19.191070 -12.150180 -5.9 9.9 -5.3
O 5.776720 19.725900 -11.813890 2.6 -1.9 -1.4
O 7.383130 18.873790 -13.592550 -1.2 0.2 3.1
F 7.985590 20.550340 -11.975940 -0.4 -0.2 -0.5
S 6.873670 17.125830 -11.190790 0.0 -7.2 4.9
O 7.332630 16.131390 -12.179680 -1.3 3.0 0.3
O 5.513110 17.109870 -10.681180 1.8 0.3 -2.6
F 7.588720 16.360570 -9.896540 -1.1 0.1 -2.2
C 5.230410 18.726290 -8.737890 -0.6 -0.3 0.5
C 6.725860 18.928850 -8.664790 -2.0 -1.0 1.3
O 7.527370 18.030210 -8.273320 -16.7 6.5 4.3
O 7.144420 20.014620 -9.110610 -3.5 -2.5 -0.4
H 5.043200 17.657310 -8.839660 -0.4 0.5 0.3
H 4.847880 19.318580 -9.569120 -0.2 -0.3 0.0
H 4.753280 19.087210 -7.826760 0.1 0.1 0.3
C 10.831080 22.080140 -9.800400 0.0 -0.2 0.2
C 9.856080 20.905490 -9.784520 0.3 2.0 0.0
O 8.765340 20.987110 -9.143830 7.2 1.7 -1.1
O 10.145740 19.896970 -10.521630 -3.6 9.2 2.3
H 10.826210 22.425040 -10.834380 0.1 0.4 0.0
H 11.853710 21.798780 -9.549090 0.1 -0.2 -0.1
H 10.526250 22.872090 -9.116290 -0.1 -0.1 -0.2
C 10.726570 16.049740 -9.011510 0.0 -2.0 1.1
C 9.982870 17.300080 -9.243050 2.3 0.9 -0.2
O 10.427580 18.210700 -10.075810 -0.8 -9.0 8.2
O 8.958540 17.522260 -8.567990 15.9 -3.3 -3.2
H 11.783500 16.250830 -8.836730 -0.1 -0.2 0.3
H 10.609710 15.332050 -9.823530 0.3 0.0 0.1
H 10.272070 15.519120 -8.174880 0.2 0.3 0.4
```
Positions in Å, forces in eV/Å.

Results
Multiplicity: 1
Largest force on an atom, eV Å⁻¹: 18.4
Total charge: -1


[5]
Density functional theory data (ωB97M-V/def2-TZVPD) for a molecular structure, C14H27Cl8NO12S3.

```
65
Properties=species:S:1:pos:R:3:forces:R:3
C -2.767559 -1.245799 0.244526 -0.6 0.0 -1.3
C -3.836983 -1.074652 -0.897037 -1.2 1.0 1.7
O -3.119671 -1.028897 -2.090968 0.7 -0.4 -1.2
S -1.687278 -0.369261 -1.842506 -1.7 1.8 0.5
O -1.881405 1.063610 -1.836050 0.3 -1.1 0.4
O -0.727496 -0.905146 -2.703735 1.0 -0.7 -1.0
O -1.482644 -0.973587 -0.415282 -0.5 -0.2 1.0
H -2.885770 -2.293490 0.497582 1.1 -0.2 0.3
H -2.894144 -0.630686 1.121039 0.0 0.4 0.0
H -4.502287 -0.177076 -0.831497 0.8 -0.5 0.2
H -4.497932 -1.945378 -0.836401 0.2 0.1 -0.6
C 3.322108 -0.182246 -3.131909 -1.4 -3.3 -0.6
C 3.924430 -1.562424 -3.777228 -0.9 1.8 2.9
O 4.703990 -2.126315 -2.662202 -0.6 -0.2 -2.1
S 4.762150 -1.153358 -1.478354 0.2 0.4 1.4
O 6.087361 -1.067816 -1.037684 1.4 0.7 0.1
O 3.782705 -1.472390 -0.523187 -1.4 -0.5 1.0
O 4.276502 0.182083 -2.190150 1.1 0.2 0.4
H 2.301540 -0.409299 -2.655042 1.5 0.4 -0.6
H 3.253532 0.554208 -3.873885 -0.2 1.1 -0.9
H 4.550579 -1.426308 -4.588943 1.5 0.6 -1.4
H 3.176737 -2.236538 -4.056995 -1.3 -1.0 -0.1
C 0.187422 2.934149 -3.611561 2.0 -1.1 -1.1
C 1.488802 3.627950 -3.113976 -1.3 -1.1 1.6
O 2.499788 3.224482 -4.069278 0.0 0.3 1.0
S 1.868203 2.973106 -5.504590 -1.6 4.3 0.1
O 2.219031 1.708716 -5.918609 1.3 -3.4 -0.9
O 1.994880 4.100179 -6.366728 1.0 -0.4 0.1
O 0.380466 3.071197 -5.068207 -1.6 -0.7 1.2
H -0.709224 3.450659 -3.384372 -0.8 0.4 0.4
H 0.133416 1.848178 -3.339212 0.0 1.0 -0.3
H 1.708777 3.221927 -2.051162 0.2 0.8 -1.9
H 1.280750 4.708683 -3.106850 0.7 -0.3 -0.1
C 3.890248 2.041825 1.416335 -0.9 -1.0 1.6
Cl 2.122728 2.029646 1.684520 -0.1 0.4 -0.5
Cl 4.631439 2.192331 3.042461 0.3 0.6 -0.5
H 4.102252 1.019268 1.195016 0.4 -0.3 -0.9
H 4.163546 2.764210 0.666582 0.3 0.3 0.2
C -0.268017 -5.615557 -1.148079 0.0 -1.1 1.0
Cl 0.529095 -4.111881 -0.709141 -0.2 0.0 -0.3
Cl -0.677242 -6.595402 0.360387 0.2 0.4 -1.0
H -1.223716 -5.484226 -1.645108 0.2 0.4 -0.1
H 0.425451 -6.232317 -1.727108 -0.3 0.3 0.2
C -0.871673 3.654967 0.129350 -0.7 0.4 0.5
Cl -2.091977 4.767889 -0.619119 0.6 -0.6 0.2
Cl -1.429040 3.008484 1.692448 0.1 0.2 -0.4
H -0.704118 2.813851 -0.512137 -0.1 -0.3 -0.4
H 0.026353 4.222315 0.298522 0.2 0.2 0.0
C 0.677498 -2.919516 2.848076 -0.1 -1.0 -0.1
Cl -0.169618 -1.401085 2.841852 -0.2 0.6 0.1
Cl -0.470170 -4.301518 2.749674 0.3 0.4 0.2
H 1.303852 -2.980325 1.960583 0.0 0.1 0.2
H 1.238494 -3.043551 3.774027 -0.1 0.2 -0.2
C -3.311977 -1.363580 5.379360 1.0 -0.8 0.2
C -3.185433 -0.157474 6.233209 1.1 1.0 2.4
C -4.004417 1.085450 5.866307 -0.4 1.0 -0.7
C -3.790787 1.367142 4.418992 -0.4 -0.7 1.7
N -3.625338 1.335435 3.293381 0.2 0.2 -1.4
H -2.984005 -1.177739 4.365265 -0.4 -0.1 -0.4
H -4.269454 -1.836132 5.486754 -0.7 -0.1 -0.5
H -2.595251 -2.086684 5.786475 -0.1 0.0 -0.2
H -2.117132 0.146150 6.302686 -0.5 -0.1 -0.3
H -3.406261 -0.462726 7.296144 -0.1 0.5 -0.9
H -3.733046 2.048175 6.393420 -0.3 -1.3 -0.1
H -5.093063 0.884133 5.979292 0.6 0.3 0.1
```
Positions in Å, forces in eV/Å.

Results
Multiplicity: 1
Largest force on an atom, eV Å⁻¹: 4.6
Energy above the lowest of the compared OMol25 structures with the same formula, charge and spin, kcal per mole: 6.26


Record-wise gap between HOMO and LUMO values, in eV: 8.08; 3.24; 4.65; 4.22; 10.97